Record 1
A molecular structure, C17H39AlOP3Se, computed with wB97M-V/def2-TZVPD.

Atoms and positions in Å:
1 H 0.8998 -2.6434 -2.3102
2 H -3.7750 1.3069 -2.0199
3 H -1.9684 2.2153 -2.9665
4 H 4.3266 -2.0085 2.0994
5 H -1.5144 3.9257 -2.8966
6 H -4.8522 -0.2650 1.2302
7 H -0.2810 2.9745 2.2322
8 H 0.8988 1.9340 -3.1830
9 P -0.6411 -1.0400 -1.2924
10 C -1.7405 3.0409 -2.2805
11 H 4.2809 0.1116 0.9905
12 H 1.3567 -2.2481 -0.6165
13 H 5.4457 -0.0187 -0.4325
14 C 2.2623 -1.6628 2.4165
15 H -4.4780 2.3866 0.8387
16 H 6.0070 -1.1862 2.3900
17 H 0.2955 1.7637 3.0698
18 H -2.7560 -2.2843 -0.9952
19 H -2.6516 3.2590 -1.7076
20 H -1.0232 -1.5276 -3.6641
21 H 2.3971 -0.5911 2.5492
22 H -5.0432 0.8392 -0.8491
23 H 7.0496 -1.4067 0.8706
24 C 1.9552 -4.4370 2.1770
25 H 1.2152 3.6639 -2.7971
26 C 0.9795 -2.2139 2.3111
27 C -3.3886 2.2921 0.9337
28 C 6.1245 -0.9903 1.3063
29 H -3.4664 -0.2208 2.3609
30 H 0.0327 5.0402 -1.0257
31 C -3.7697 -0.4324 1.3288
32 C 3.2320 -3.8700 2.1709
33 H 1.6991 -1.0817 -1.9069
34 H -0.9990 4.4534 0.2998
35 H 1.7264 -0.0348 0.4053
36 O 0.0920 2.0702 2.1618
37 C -0.1106 4.2282 -0.3053
38 C 0.8261 -3.6287 2.2498
39 C 3.3578 -2.4866 2.2379
40 H 1.8291 -5.5036 2.1303
41 H -1.5505 -2.6735 0.2551
42 Al 0.3012 0.7692 0.4570
43 C -4.0435 0.5944 -1.2296
44 H 2.0007 2.3522 -1.8425
45 H -3.5488 -1.4799 1.0911
46 C 5.2186 -0.2842 0.6014
47 Se -0.4552 -1.0657 2.1976
48 C -1.2090 -0.6676 -2.9999
49 C 0.9811 -1.8392 -1.5608
50 H 4.1165 -4.4992 2.1043
51 H -2.2854 -0.4359 -3.0255
52 H -3.1402 2.2784 2.0038
53 H -0.1858 -4.0187 2.2751
54 C 1.0872 2.6543 -2.3737
55 H 0.7724 4.1810 0.3455
56 C -1.6861 -2.4757 -0.8150
57 H -1.3906 -3.3731 -1.3884
58 H -4.0561 -0.4235 -1.6433
59 H -2.9142 3.1495 0.4426
60 P -0.3055 2.6326 -1.1904
61 P -2.8658 0.6971 0.1866
62 H -0.6714 0.2042 -3.4030

Calculated values
DFT total energy: -4413.2496 hartree
LUMO level (alpha / beta): -11.798 / -13.071 eV
total charge: +3
energy relative to the best compared isomer or geometry (same formula, charge and spin): 0.000 eV
HOMO-LUMO gap (alpha / beta): 4.8 / 3.6 eV

Record 2
A molecular structure, C24H18N6O3Re, computed with wB97M-V/def2-TZVPD.

Atoms and positions in Å:
1 H 1.2125 -2.0191 0.4852
2 C -1.3877 -4.4945 -1.4798
3 C 1.8555 1.1666 0.0764
4 H 3.7570 2.1076 -0.0941
5 H 3.8956 -4.5069 0.4917
6 N -1.1904 2.0685 0.0645
7 C -1.4342 1.9749 -3.5907
8 H -1.3884 5.3372 -3.2002
9 H -1.1853 -2.8800 1.4804
10 N 3.3408 -3.6662 0.4414
11 C -1.4043 -0.8784 -2.5525
12 H -0.7854 2.0798 5.8085
13 O -1.5590 -0.9303 -3.7366
14 H -1.3216 4.6900 -0.8269
15 C 4.0111 -2.4931 0.3906
16 N 1.1519 0.0301 0.2363
17 C -1.2992 2.5868 -1.2388
18 C -0.9100 -0.1807 3.3053
19 H 4.9967 -0.0837 0.0976
20 H -1.4298 -5.4861 -1.9099
21 H -0.9118 -1.2461 3.1159
22 H -1.4743 3.6099 -4.9590
23 N -1.2005 -1.9485 -0.3721
24 C -1.3313 -2.1222 -1.7064
25 C 3.2337 1.1701 0.0285
26 H -1.5435 -3.4256 -3.3644
27 Re -0.9872 0.1082 0.1793
28 C -1.3040 -4.3200 -0.1046
29 C 3.9160 -0.0298 0.1327
30 C -1.3849 4.2908 -2.9284
31 C -0.8591 1.6748 4.8084
32 H -1.5067 1.2264 -4.3595
33 H -0.7661 -0.3914 5.4210
34 H -1.0455 3.5928 3.8043
35 O -1.2464 4.0303 1.3105
36 C 1.8188 -1.1378 0.3374
37 C 3.1948 -1.2130 0.2840
38 N -1.2879 0.2710 -1.7615
39 C -0.9832 2.5170 3.7099
40 C -1.2234 -3.0409 0.4104
41 H -1.3139 -5.1647 0.5703
42 C -1.0418 1.9623 2.4504
43 C -1.3313 3.9352 -1.5938
44 C -0.8355 0.3041 4.5966
45 C -1.4330 3.3183 -3.9188
46 O 5.2133 -2.4039 0.4300
47 C -1.3550 1.5874 -2.2533
48 H 1.3063 2.0911 -0.0255
49 C -1.1771 2.8382 1.2338
50 N -0.9889 0.6277 2.2370
51 C -1.4277 -3.3672 -2.2904
52 H 2.3512 -3.7670 0.3288

Calculated values
multiplicity: 4
DFT total energy: -1557.4416 hartree
LUMO level (alpha / beta): -7.816 / -8.150 eV
total charge: +2
energy relative to the best compared isomer or geometry (same formula, charge and spin): 0.000 eV
HOMO-LUMO gap (alpha / beta): 6.2 / 6.1 eV